[1]
DFT (ωB97M-V/def2-TZVPD) results for one molecule with the formula C6H9N in a non-equilibrium geometry.

The geometry in ORCA input format:
```
! RIJCOSX wB97M-V def2-TZVPD def2/J DEFGRID3
* xyz 0 1
C -0.133 -0.814 2.471
C 0.041 -0.344 1.054
C 1.208 0.333 0.629
N 0.899 0.872 -0.581
C -0.241 0.256 -1.076
C -0.709 0.102 -2.465
C -0.921 -0.341 0.087
H -0.926 -0.113 2.856
H -0.583 -1.825 2.517
H 0.762 -0.785 3.187
H 2.167 0.442 1.168
H 1.521 1.256 -1.287
H -1.521 -0.613 -2.524
H -1.128 1.068 -2.831
H 0.012 -0.164 -3.218
H -2.064 -0.525 -0.008
*
```

- SMILES = Cc1c[nH]c(C)c1
- DFT total energy (Eh) = -288.728391
- HOMO-LUMO gap (hartree) = 0.305
- ΔE to the lowest compared entry with this formula, charge and spin (kJ/mol) = 140.9

---

[2]
DFT (ωB97M-V/def2-TZVPD) results for one molecule with the formula C6H9N in a non-equilibrium geometry.

The geometry in ORCA input format:
```
! RIJCOSX wB97M-V def2-TZVPD def2/J DEFGRID3
* xyz 0 1
C 2.916 0.537 0.318
C 1.751 -0.187 -0.114
C 0.959 -0.823 -0.765
C -0.445 -1.152 -0.930
N -1.102 -0.613 0.257
C -2.469 -0.193 0.096
C -1.377 0.809 0.227
H 2.891 1.563 -0.076
H 3.644 -0.126 -0.149
H 3.137 0.558 1.387
H -0.820 -0.710 -1.870
H -0.604 -2.232 -0.967
H -3.120 -0.422 0.935
H -2.911 -0.310 -0.892
H -1.104 1.371 -0.669
H -1.221 1.351 1.158
*
```

- SMILES = CC#CCN1CC1
- DFT total energy (Eh) = -288.643042
- HOMO-LUMO gap (hartree) = 0.376
- ΔE to the lowest compared entry with this formula, charge and spin (kJ/mol) = 364.9

---

[3]
DFT (ωB97M-V/def2-TZVPD) results for one molecule with the formula C6H9N.

The geometry in ORCA input format:
```
! RIJCOSX wB97M-V def2-TZVPD def2/J DEFGRID3
* xyz 0 1
C 1.811 -0.516 -0.475
C 0.617 0.171 0.090
C -0.684 -0.414 0.578
C -1.521 0.727 1.144
C -1.426 -1.102 -0.582
C -0.739 1.805 0.916
N 0.526 1.448 0.285
H 2.435 -0.908 0.338
H 1.506 -1.372 -1.085
H 2.432 0.145 -1.086
H -0.461 -1.168 1.348
H -1.678 -0.363 -1.351
H -2.364 -1.513 -0.203
H -0.841 -1.907 -1.042
H -0.871 2.866 1.104
H 1.258 2.102 0.023
*
```

- DFT total energy (Eh) = -288.659855
- HOMO-LUMO gap (hartree) = 0.281
- ΔE to the lowest compared entry with this formula, charge and spin (kJ/mol) = 320.8

---

[4]
DFT (ωB97M-V/def2-TZVPD) results for one molecule with the formula C6H9N in a non-equilibrium geometry.

The geometry in ORCA input format:
```
! RIJCOSX wB97M-V def2-TZVPD def2/J DEFGRID3
* xyz 0 1
C 0.632 2.119 1.291
C 0.309 0.745 0.787
C 0.093 -0.412 1.470
C -0.226 -1.445 0.518
C -0.256 -0.864 -0.705
C -0.753 -1.314 -2.041
N 0.100 0.491 -0.579
H 0.194 2.903 0.664
H 0.222 2.250 2.298
H 1.710 2.302 1.351
H 0.148 -0.525 2.545
H -0.401 -2.490 0.734
H -0.387 -0.664 -2.843
H -0.479 -2.345 -2.269
H -1.848 -1.246 -2.070
H 0.943 0.495 -1.151
*
```

- SMILES = Cc1ccc(C)[nH]1
- DFT total energy (Eh) = -288.756521
- HOMO-LUMO gap (hartree) = 0.331
- ΔE to the lowest compared entry with this formula, charge and spin (kJ/mol) = 67.0

---

Question: Look up the HOMO-LUMO gap of the first one.
Answer: 0.305 hartree